Entry 1:
{
  "formula": "C21H22N2O3S",
  "method": "wB97M-V/def2-TZVPD",
  "elements": ["C", "S", "C", "C", "C", "C", "C", "C", "O", "C", "C", "C", "C", "C", "O", "N", "C", "C", "C", "C", "C", "C", "C", "C", "C", "N", "O", "H", "H", "H", "H", "H", "H", "H", "H", "H", "H", "H", "H", "H", "H", "H", "H", "H", "H", "H", "H", "H", "H"],
  "positions_angstrom": [[-4.1146, -2.6363, -1.2585], [-3.4636, -2.5254, 0.4353], [-1.8050, -3.0908, 0.2571], [-1.2552, -3.6326, -0.8927], [0.0749, -4.0217, -0.9047], [0.8544, -3.8818, 0.2274], [0.3099, -3.3479, 1.3864], [-1.0158, -2.9538, 1.4085], [-1.6735, -2.4684, 2.5155], [-0.9877, -1.5630, 3.3435], [-0.6809, -0.2905, 2.6207], [-1.3103, 0.3284, 1.5793], [-0.5301, 1.4909, 1.3641], [-0.7405, 2.5260, 0.3200], [-1.7069, 2.5243, -0.4167], [0.2429, 3.4463, 0.2912], [0.3277, 4.4456, -0.7500], [0.6165, 3.8399, -2.1275], [1.9620, 3.1097, -2.2003], [2.0039, 1.8675, -1.3525], [2.8827, 1.7631, -0.2824], [2.9184, 0.6205, 0.4981], [2.0700, -0.4350, 0.2177], [1.1860, -0.3422, -0.8441], [1.1592, 0.7974, -1.6265], [0.4673, 1.5376, 2.2158], [0.3846, 0.4385, 2.9947], [-3.5021, -2.0428, -1.9305], [-5.1164, -2.2213, -1.2117], [-4.1623, -3.6734, -1.5769], [-1.8480, -3.7459, -1.7859], [0.4988, -4.4336, -1.8079], [1.8896, -4.1865, 0.2152], [0.9222, -3.2523, 2.2704], [-1.6743, -1.3648, 4.1741], [-0.0611, -1.9828, 3.7556], [-2.1851, 0.0218, 1.0483], [1.0337, 3.2871, 0.8957], [1.1048, 5.1594, -0.4716], [-0.6344, 4.9655, -0.7975], [-0.1928, 3.1510, -2.3693], [0.6063, 4.6474, -2.8621], [2.7606, 3.7903, -1.8955], [2.1409, 2.8303, -3.2424], [3.5507, 2.5837, -0.0577], [3.6073, 0.5569, 1.3273], [2.0923, -1.3288, 0.8226], [0.5200, -1.1651, -1.0607], [0.4728, 0.8578, -2.4586]],
  "forces_ev_per_angstrom": [[0.40, -0.08, 0.50], [-0.35, 0.05, -0.25], [-0.29, 0.18, 0.22], [0.04, 0.04, 0.08], [0.12, -0.07, -0.06], [0.00, -0.01, -0.06], [-0.14, 0.06, 0.22], [-0.01, -0.10, -0.31], [0.05, -0.21, -0.21], [0.28, 0.24, 0.41], [-0.61, 0.34, -0.89], [0.37, -0.17, 0.57], [0.05, -0.82, 0.73], [0.45, 0.47, 0.17], [-0.22, -0.14, -0.11], [0.00, 0.16, 0.22], [-0.31, -0.05, -0.38], [0.18, 0.09, 0.19], [-0.25, 0.06, -0.08], [0.23, -0.06, -0.07], [0.07, -0.06, -0.10], [0.06, -0.07, 0.01], [0.09, -0.10, 0.06], [-0.01, -0.11, 0.01], [0.04, 0.04, -0.03], [-0.02, 0.99, -0.55], [-0.09, -0.58, 0.33], [-0.02, 0.02, -0.14], [-0.06, 0.02, -0.01], [-0.04, -0.03, -0.13], [-0.09, 0.00, -0.06], [0.05, -0.04, -0.07], [0.09, -0.02, 0.01], [0.05, 0.03, 0.10], [0.19, -0.06, -0.09], [-0.14, 0.03, -0.01], [-0.22, -0.15, -0.14], [-0.06, -0.03, -0.02], [-0.05, 0.00, 0.02], [0.16, 0.07, 0.04], [-0.04, 0.04, -0.08], [-0.06, 0.00, -0.04], [0.07, -0.01, -0.05], [0.09, 0.05, 0.02], [0.06, 0.11, 0.00], [0.05, 0.00, 0.09], [0.00, -0.05, 0.05], [-0.08, -0.09, -0.02], [-0.11, 0.03, -0.10]],
  "lowdin_charge": [-0.38, 0.94, -0.45, -0.09, -0.10, -0.09, -0.02, -0.31, -0.09, -0.10, -0.21, 0.08, -0.19, -0.45, 0.08, 0.08, -0.16, -0.18, -0.15, -0.25, -0.06, -0.09, -0.09, -0.06, -0.04, 0.12, 0.03, 0.04, 0.03, 0.04, 0.09, 0.11, 0.11, 0.12, 0.15, 0.13, 0.10, 0.12, 0.12, 0.12, 0.10, 0.11, 0.11, 0.12, 0.11, 0.11, 0.09, 0.10, 0.12],
  "relative_energy_kj_mol": 175.2,
  "gap_ha": 0.3257,
  "e_homo_ev": -8.139,
  "smiles": "CSc1ccccc1OCc1cc(C(=O)NCCCc2ccccc2)no1"
}

***

Entry 2:
{
  "formula": "CH5O4",
  "method": "wB97M-V/def2-TZVPD",
  "elements": ["O", "C", "O", "H", "H", "H", "O", "H", "H", "O"],
  "positions_angstrom": [[-1.6579, -0.8840, 0.0778], [-0.9174, -1.9165, 0.0558], [0.2461, -1.9201, -0.3601], [-1.4428, -2.9171, 0.1298], [-2.0298, 0.8551, -0.4320], [-0.7622, 1.5783, -0.4400], [-1.7155, 1.7897, -0.5372], [2.9512, 1.3922, -0.1902], [2.2502, 0.7773, 0.9328], [3.0781, 1.2450, 0.7635]],
  "forces_ev_per_angstrom": [[-0.26, -0.92, 0.95], [-0.97, 1.32, -2.27], [0.95, -0.64, 0.64], [0.24, 0.34, 0.67], [0.15, 0.46, 0.06], [-0.77, 0.39, -0.10], [0.71, -0.83, 0.06], [0.44, 0.09, 0.37], [0.04, -0.22, 0.45], [-0.54, 0.03, -0.84]],
  "lowdin_charge": [-0.17, -0.66, -0.13, 0.09, -0.01, 0.02, -0.14, 0.04, 0.03, -0.08],
  "relative_energy_kj_mol": 74.3,
  "gap_ha": 0.3095,
  "e_homo_ev": -4.573,
  "charge": -1
}

***

Entry 3:
{
  "formula": "C23H22Co2N3O6",
  "method": "wB97M-V/def2-TZVPD",
  "elements": ["C", "N", "C", "C", "C", "N", "C", "C", "C", "N", "C", "H", "H", "H", "H", "H", "H", "H", "H", "H", "H", "H", "H", "H", "H", "H", "O", "C", "Co", "C", "O", "C", "O", "C", "C", "C", "C", "C", "C", "C", "C", "C", "Co", "C", "O", "C", "O", "C", "O", "H", "H", "H", "H", "H", "H", "H"],
  "positions_angstrom": [[-1.5167, -1.4691, 0.5795], [-0.9709, -2.7934, 0.4861], [-1.8599, -3.8927, 0.7405], [-1.3360, -5.0988, 0.0227], [0.0852, -5.3894, 0.4478], [0.9085, -4.1956, 0.4461], [2.3351, -4.4663, 0.5512], [3.1082, -3.1899, 0.7725], [2.5129, -2.0242, 0.0115], [1.1001, -1.8262, 0.2672], [0.3924, -2.9238, 0.3956], [-0.8555, -0.7799, 0.0550], [-2.5060, -1.4582, 0.1274], [-1.5966, -1.1328, 1.6151], [-1.9440, -4.0966, 1.8162], [-2.8398, -3.6132, 0.3637], [-1.9558, -5.9716, 0.2542], [-1.3709, -4.9551, -1.0644], [0.0953, -5.8310, 1.4627], [0.5420, -6.1360, -0.2263], [2.5147, -5.1568, 1.3819], [2.6770, -4.9704, -0.3620], [3.1150, -2.9639, 1.8432], [4.1451, -3.3454, 0.4648], [3.0107, -1.0895, 0.3110], [2.7060, -2.1814, -1.0730], [3.6557, 2.8721, -0.9655], [2.7232, 3.1197, -1.5970], [1.3699, 3.5866, -2.5834], [1.1700, 5.0524, -1.5937], [1.1368, 6.0227, -0.9677], [2.4312, 4.1330, -3.8703], [3.1608, 4.5435, -4.6708], [0.6239, 1.7971, -2.1076], [-0.0565, 1.7160, -0.9211], [0.0775, 1.2750, 0.3773], [-0.7486, 1.8299, 1.4452], [-0.4549, 1.7476, 2.8374], [-1.1000, 2.5825, 3.7535], [-2.0663, 3.5095, 3.3201], [-2.4455, 3.5020, 1.9701], [-1.9068, 2.5633, 1.1030], [-0.9153, 2.7547, -2.2015], [-0.2823, 3.9369, -3.5649], [-0.5690, 4.6286, -4.4731], [-2.5154, 2.2407, -2.8450], [-3.5754, 2.0245, -3.2725], [-1.5182, 4.2875, -1.5019], [-1.8609, 5.3173, -1.1168], [0.9213, 0.9062, -2.6748], [0.8655, 0.5762, 0.6755], [0.3064, 1.0446, 3.1961], [-0.8574, 2.5453, 4.8248], [-2.5330, 4.2094, 4.0151], [-3.1771, 4.2274, 1.6048], [-2.3554, 2.3989, 0.1145]],
  "forces_ev_per_angstrom": [[0.08, 0.39, -0.14], [0.01, -0.14, -0.17], [0.49, 0.18, 0.09], [-0.14, -0.85, -0.33], [0.23, -0.10, 0.26], [-0.04, -0.71, -0.19], [-0.28, 0.29, -0.30], [0.49, 0.06, 0.45], [-0.13, 0.31, -0.23], [-0.38, -1.62, 0.10], [0.68, 1.52, -0.06], [-0.30, -0.07, 0.09], [-0.12, 0.03, -0.05], [-0.02, 0.09, 0.13], [-0.14, -0.07, 0.10], [-0.17, -0.01, 0.05], [0.05, 0.03, -0.07], [-0.03, 0.15, 0.19], [-0.04, 0.02, -0.20], [-0.10, 0.21, 0.17], [-0.10, -0.07, 0.01], [-0.07, -0.01, -0.03], [-0.03, 0.10, -0.05], [0.04, 0.00, 0.10], [0.08, -0.29, -0.26], [-0.12, 0.18, 0.34], [-0.94, 0.32, -0.70], [1.18, -1.22, 1.19], [0.62, 0.96, 1.23], [-0.19, 1.85, 1.25], [0.10, -1.37, -0.92], [0.67, -0.05, -2.46], [-0.75, -0.28, 1.17], [0.58, -2.61, -0.97], [1.14, -0.74, 3.16], [-0.20, 0.59, -0.98], [-0.86, -0.18, 0.52], [0.15, 0.19, -0.44], [-0.48, 0.24, -0.03], [0.43, -0.16, -0.20], [-0.24, -0.29, 0.53], [-0.06, 0.18, -0.19], [-1.46, 3.09, -1.49], [-0.91, -0.20, -1.70], [0.17, -0.43, 0.78], [-0.41, -0.65, -1.21], [1.48, 0.35, 0.93], [-0.97, 0.69, 1.68], [0.28, -0.79, -0.60], [0.14, 0.38, 0.03], [-0.02, 0.42, -0.24], [-0.12, 0.36, -0.25], [-0.01, -0.11, -0.52], [0.22, -0.17, -0.14], [-0.01, -0.40, 0.14], [0.53, 0.43, 0.43]],
  "lowdin_charge": [-0.05, -0.11, -0.18, -0.17, -0.18, -0.05, -0.18, -0.19, -0.24, 0.07, -0.33, 0.05, 0.09, 0.10, 0.13, 0.12, 0.11, 0.12, 0.12, 0.12, 0.12, 0.12, 0.11, 0.11, 0.11, 0.12, 0.14, -0.17, 0.00, -0.13, 0.14, -0.15, 0.10, -0.23, -0.23, -0.11, -0.23, -0.06, -0.13, -0.13, -0.10, -0.07, 0.06, -0.30, 0.05, -0.12, 0.07, -0.17, 0.13, 0.08, 0.08, 0.10, 0.09, 0.08, 0.10, 0.09],
  "relative_energy_kj_mol": 0.0,
  "gap_ha": 0.2283,
  "e_homo_ev": -3.851,
  "charge": -1
}

***

Entry 4:
{
  "formula": "C4H5NO2",
  "method": "wB97M-V/def2-TZVPD",
  "elements": ["O", "C", "C", "O", "N", "C", "C", "H", "H", "H", "H", "H"],
  "positions_angstrom": [[0.2265, -2.9193, 0.3174], [-0.6704, -2.1406, 0.5030], [-0.6519, -0.6346, 0.1377], [-1.6788, -0.1827, -0.3134], [0.5827, 0.0560, 0.2647], [0.4804, 1.5364, 0.4312], [0.7967, 0.9564, -0.8786], [-1.6757, -2.4653, 0.8348], [1.2663, 1.9947, 1.0366], [-0.5190, 1.9455, 0.5828], [-0.0237, 0.9529, -1.5873], [1.8067, 0.9412, -1.2796]],
  "forces_ev_per_angstrom": [[-0.33, 0.73, 0.14], [0.16, -0.27, -0.19], [-0.07, 0.10, -0.13], [0.35, -0.16, 0.39], [-0.09, -0.35, 0.40], [-0.11, 0.05, 0.04], [0.01, 0.25, -0.35], [0.08, 0.05, 0.03], [-0.23, -0.43, -0.14], [0.20, -0.17, -0.16], [0.19, 0.10, -0.14], [-0.18, 0.09, 0.13]],
  "lowdin_charge": [0.09, -0.16, -0.39, 0.11, -0.01, -0.10, -0.12, 0.13, 0.11, 0.11, 0.11, 0.11],
  "relative_energy_kj_mol": 221.8,
  "gap_ha": 0.3612,
  "e_homo_ev": -10.092,
  "smiles": "O=CC(=O)N1CC1"
}

***

Entry 5:
{
  "formula": "C12H19N3O",
  "method": "wB97M-V/def2-TZVPD",
  "elements": ["C", "C", "C", "C", "N", "C", "N", "N", "O", "C", "C", "C", "C", "C", "C", "C", "H", "H", "H", "H", "H", "H", "H", "H", "H", "H", "H", "H", "H", "H", "H", "H", "H", "H", "H"],
  "positions_angstrom": [[-0.6214, 2.2466, 0.1735], [0.6292, 1.5239, 0.6557], [1.8014, 1.7122, -0.2564], [3.0434, 0.9252, -0.0274], [3.0145, -0.4115, -0.6710], [2.3605, -1.4051, 0.0995], [3.2172, -1.9184, 1.0495], [1.1569, -1.7548, -0.1513], [0.6563, -0.9747, -1.1553], [-0.6426, -1.4285, -1.5605], [-1.8023, -0.9463, -0.7233], [-1.8785, -1.4613, 0.5998], [-2.8700, -1.0216, 1.4471], [-3.9594, -0.3226, 0.8596], [-4.0165, 0.1036, -0.4403], [-2.8120, -0.1487, -1.2646], [-0.4013, 3.2872, 0.0640], [-0.8654, 1.8908, -0.8431], [-1.4129, 2.0959, 0.8747], [0.4331, 0.4621, 0.7369], [0.9673, 1.8358, 1.6873], [1.5836, 1.6323, -1.3014], [2.2030, 2.8118, -0.1584], [3.9172, 1.4558, -0.4118], [3.3120, 0.7121, 1.0625], [3.8778, -0.7760, -1.0578], [2.8763, -2.4590, 1.8532], [4.0901, -1.4018, 1.1972], [-0.7236, -1.0907, -2.5888], [-0.6366, -2.5411, -1.6598], [-1.2079, -2.2032, 0.9481], [-2.8750, -1.2971, 2.4884], [-4.7597, -0.1040, 1.5582], [-4.8826, 0.7098, -0.8197], [-2.7719, 0.2612, -2.2640]],
  "forces_ev_per_angstrom": [[1.08, -0.59, -0.61], [0.36, -0.21, 1.07], [1.47, 3.25, 0.25], [1.65, -2.02, 1.07], [-0.25, 0.30, -0.39], [0.88, 0.83, -0.79], [-0.13, -0.96, 1.12], [0.71, -0.83, 1.59], [-1.23, 0.28, -1.09], [0.32, -0.68, -0.53], [-0.15, -0.61, -0.05], [-0.85, 1.14, -0.40], [-0.65, 0.06, -1.62], [0.01, 0.12, 1.61], [1.95, 0.25, -1.60], [-1.87, -0.14, 2.08], [-0.02, 0.90, 0.10], [-0.21, -0.04, 0.56], [-0.80, -0.05, 0.17], [-0.24, -0.23, 0.06], [-0.59, -0.08, -0.85], [-0.52, -0.27, -0.66], [-1.05, -1.52, -0.06], [-0.15, -0.04, -0.20], [-0.66, 0.83, -0.82], [0.02, 0.41, 0.30], [0.17, 0.45, -0.79], [-0.96, -0.41, -0.11], [-0.11, 0.38, -0.11], [0.01, 0.65, 0.47], [0.98, -0.28, 0.09], [-0.19, -0.10, 0.11], [-0.25, 0.16, -0.26], [1.05, -0.83, 0.35], [0.18, -0.13, -0.08]],
  "lowdin_charge": [-0.09, -0.27, -0.24, -0.22, 0.00, -0.46, 0.12, 0.08, -0.17, -0.15, -0.22, -0.05, -0.07, -0.12, -0.07, -0.03, 0.06, 0.08, 0.06, 0.07, 0.13, 0.11, 0.14, 0.11, 0.13, 0.12, 0.11, 0.10, 0.12, 0.13, 0.09, 0.10, 0.09, 0.11, 0.10],
  "relative_energy_kj_mol": 283.7,
  "gap_ha": 0.3322,
  "e_homo_ev": -8.166,
  "smiles": "CCCCN/C(N)=N\\OCc1ccccc1"
}

***

Entry 6:
{
  "formula": "C21H22BCl5N6Re",
  "method": "wB97M-V/def2-TZVPD",
  "elements": ["Re", "C", "C", "C", "C", "C", "N", "N", "B", "N", "N", "C", "C", "C", "C", "C", "N", "N", "C", "C", "C", "C", "C", "H", "H", "H", "H", "H", "H", "H", "H", "H", "H", "H", "H", "H", "H", "H", "H", "H", "H", "H", "H", "H", "H", "Cl", "C", "C", "C", "Cl", "C", "Cl", "C", "Cl", "C", "Cl"],
  "positions_angstrom": [[0.3078, 0.0483, -0.3762], [-2.9934, -0.2921, 1.1168], [-1.8286, 0.0057, 2.0002], [-1.7996, 0.1385, 3.3612], [-0.4664, 0.4188, 3.7041], [0.1201, 0.6485, 5.0548], [0.2586, 0.4473, 2.5909], [-0.5537, 0.1805, 1.5096], [1.7792, 0.7018, 2.3469], [1.9078, 1.8610, 1.3497], [1.2869, 1.7298, 0.1435], [1.3485, 2.9385, -0.4905], [0.7458, 3.1979, -1.8287], [2.0282, 3.8145, 0.3242], [2.3614, 3.1094, 1.4805], [3.0603, 3.5945, 2.7076], [2.3451, -0.5596, 1.6514], [1.7706, -0.9778, 0.4797], [2.3243, -2.1870, 0.1442], [1.9462, -2.9669, -1.0657], [3.2425, -2.5098, 1.1113], [3.2264, -1.4726, 2.0527], [4.0344, -1.3322, 3.2995], [-3.9208, -0.1257, 1.6603], [-2.9898, -1.3375, 0.7984], [-3.0132, 0.3491, 0.2344], [-2.6327, 0.0564, 4.0420], [-0.6612, 0.6082, 5.8089], [0.6089, 1.6216, 5.1131], [0.8650, -0.1136, 5.2906], [2.3568, 0.9346, 3.3641], [0.0556, 2.4148, -2.1446], [1.5213, 3.2816, -2.5920], [0.1949, 4.1363, -1.8056], [2.2565, 4.8480, 0.1162], [3.5084, 4.5656, 2.5147], [3.8423, 2.9052, 3.0249], [2.3553, 3.7066, 3.5335], [0.8804, -3.2099, -1.0712], [2.4997, -3.9027, -1.0720], [2.1863, -2.4253, -1.9840], [3.8572, -3.3955, 1.1432], [4.4761, -2.2907, 3.5599], [3.4333, -0.9834, 4.1374], [4.8449, -0.6163, 3.1479], [-1.3548, -1.2238, -1.6160], [-0.1569, -0.8758, -2.9018], [0.8956, -0.1648, -2.3290], [1.9685, 0.1405, -3.1772], [3.3297, 0.9499, -2.5275], [1.9261, -0.2306, -4.5164], [3.2136, 0.1569, -5.5584], [0.8145, -0.9446, -5.0189], [0.7625, -1.3978, -6.6409], [-0.2650, -1.3042, -4.1874], [-1.6100, -2.1930, -4.7301]],
  "forces_ev_per_angstrom": [[1.35, 0.10, 0.68], [0.05, 0.00, 0.03], [0.25, -0.06, -0.23], [-0.02, 0.08, 0.18], [0.11, 0.03, 0.26], [-0.06, -0.02, -0.03], [0.00, 0.03, -0.23], [-0.40, -0.05, -0.19], [-0.01, 0.00, 0.18], [-0.06, -0.07, -0.01], [-0.17, 0.15, -0.27], [-0.09, -0.24, 0.00], [-0.01, 0.00, 0.00], [0.11, 0.16, 0.01], [0.14, 0.13, 0.25], [-0.05, -0.04, -0.10], [-0.09, -0.06, 0.00], [-0.46, 0.19, -0.20], [0.01, -0.04, 0.01], [-0.02, 0.03, -0.01], [0.09, -0.10, -0.04], [0.16, 0.09, 0.21], [-0.04, -0.06, -0.11], [0.02, 0.00, 0.02], [0.01, 0.02, 0.01], [0.01, 0.00, 0.02], [0.08, 0.02, -0.04], [0.00, 0.00, 0.00], [-0.02, -0.02, -0.02], [-0.03, 0.01, -0.02], [-0.12, -0.05, -0.12], [0.00, 0.01, 0.04], [-0.01, 0.01, 0.04], [0.01, 0.03, -0.01], [-0.02, -0.07, 0.02], [0.00, 0.00, -0.01], [-0.02, 0.00, -0.04], [0.00, -0.01, -0.03], [0.04, 0.04, 0.00], [-0.01, 0.00, 0.01], [0.00, -0.03, 0.08], [-0.04, 0.06, 0.01], [0.01, 0.00, -0.01], [-0.02, -0.01, -0.04], [-0.02, -0.01, -0.02], [-0.50, -0.42, -0.41], [0.11, 0.27, 0.48], [-0.24, 0.14, 0.08], [-0.07, -0.01, 0.13], [0.04, -0.05, -0.04], [-0.05, -0.07, -0.10], [0.06, 0.02, -0.06], [0.07, 0.03, 0.04], [0.02, -0.04, -0.19], [-0.08, -0.12, -0.19], [-0.01, -0.02, -0.05]],
  "lowdin_spin": [0.84, 0.00, 0.00, 0.00, 0.00, 0.00, 0.00, 0.00, 0.00, 0.00, 0.04, 0.02, 0.00, 0.01, 0.04, 0.01, 0.00, 0.02, 0.01, 0.00, 0.01, 0.03, 0.00, 0.00, 0.00, 0.00, 0.00, 0.00, 0.00, 0.00, 0.00, 0.00, 0.00, 0.00, 0.00, 0.00, 0.00, 0.00, 0.00, 0.00, 0.00, 0.00, 0.00, 0.00, 0.00, 0.02, -0.01, 0.00, -0.02, -0.01, 0.00, 0.00, -0.03, -0.02, 0.00, 0.00],
  "s_squared": 0.92,
  "relative_energy_kj_mol": 0.0,
  "gap_ha": [0.2163, 0.2392],
  "e_homo_ev": [-14.772, -14.857],
  "multiplicity": 2,
  "charge": 2
}

***

Number 1: E_tot -1546.826663 hartree. Number 2: E_tot -342.126394 hartree. Number 3: E_tot -4270.843731 hartree. Number 4: E_tot -360.584935 hartree. Number 5: E_tot -708.062862 hartree. Number 6: E_tot -3545.578915 hartree.